No. 1
49
Properties=species:S:1:pos:R:3:forces:R:3:nbo_charge:R:1 method="wB97M-V/def2-TZVPD" gap_ev=6.92 homo_ev=-10.99 spin_multiplicity=1 total_charge=+1 total_energy_ev=-76251.63845
Ti -0.03648 -0.07770 0.33089 -0.201 1.069 -1.170 1.27
N 2.56177 -1.47120 3.61418 -0.582 -0.655 -1.547 -0.79
C 1.88718 -0.77199 2.64477 0.882 -0.255 0.981 0.27
S 1.48488 -1.64400 1.23055 -0.231 -0.321 -0.650 -0.14
N 1.65074 0.46249 2.89764 -0.758 1.314 -0.759 -0.40
N 0.87465 1.10950 1.88478 -0.134 0.956 1.115 -0.37
C 0.66167 2.40024 2.16898 -0.559 -2.416 -0.642 0.19
C -0.20808 3.29831 1.44078 0.700 -0.182 -0.489 -0.20
C -0.27645 4.64535 1.79311 1.159 1.272 0.570 -0.12
C -0.97309 5.55642 1.01695 -0.687 -1.366 -0.463 -0.23
C -1.65366 5.07773 -0.10606 1.226 -0.973 1.193 -0.12
C -1.58089 3.74436 -0.48473 -1.731 0.356 -1.530 -0.26
C -0.89454 2.86364 0.27390 1.037 -1.337 2.020 0.35
O -0.89181 1.53922 0.05584 -0.159 -0.395 -0.019 -0.67
H 3.08757 -2.29159 3.28668 -0.268 0.850 0.697 0.41
H 2.88344 -0.84228 4.30665 0.854 0.033 0.931 0.41
H 1.11381 2.72899 3.08576 0.288 0.290 0.270 0.22
H 0.34398 5.08288 2.61507 -0.687 -0.849 -0.511 0.23
H -1.09867 6.57416 1.28998 0.218 0.690 0.272 0.23
H -2.24959 5.72768 -0.64456 -1.051 1.226 -1.166 0.22
H -2.18342 3.35655 -1.33300 0.600 0.394 0.583 0.24
C 2.39282 0.91862 -4.80695 1.600 -0.562 -0.620 -0.62
C 3.07810 -0.12262 -3.91253 0.293 -0.176 -0.124 -0.23
N 2.11248 -1.18389 -3.45666 0.989 0.802 -0.175 -0.57
C 1.21794 -1.05229 -2.48002 0.137 1.260 0.871 0.37
S 1.16013 0.51694 -1.59497 0.178 -0.823 -0.426 -0.08
N 0.39354 -2.02143 -2.18841 0.169 -0.186 0.207 -0.43
N -0.31177 -1.80534 -1.03725 0.287 0.534 0.049 -0.28
C -1.02569 -2.78688 -0.61075 -0.048 -0.562 -0.121 0.29
C -1.07030 -4.06456 -1.40313 0.524 1.722 -0.356 -0.68
C -1.74885 -2.54405 0.65911 -0.724 -0.951 -1.121 0.20
C -2.55739 -3.51504 1.27186 1.150 0.746 -0.538 -0.21
C -3.12605 -3.19717 2.46998 0.305 -0.240 1.140 -0.11
C -2.85068 -1.96793 3.03908 -0.191 0.200 -0.718 -0.22
C -2.14497 -1.01950 2.32951 -1.065 -0.378 -0.133 0.07
N -1.65373 -1.30362 1.11367 0.758 0.947 0.960 -0.48
H 3.22148 1.51409 -5.28802 -1.039 -0.461 0.315 0.22
H 1.80993 0.37907 -5.57525 0.210 0.533 0.272 0.22
H 1.78837 1.56847 -4.21736 -0.635 0.503 0.203 0.22
H 3.92500 -0.55600 -4.48107 -0.887 -0.518 0.169 0.22
H 3.64374 0.33789 -3.07822 -0.912 -0.219 0.021 0.22
H 2.12833 -2.07887 -3.91621 0.004 -0.081 -0.107 0.42
H -0.21937 -4.69005 -1.14395 0.114 -0.078 -0.143 0.25
H -1.97747 -4.57230 -1.22690 -0.984 -0.732 0.025 0.22
H -0.97470 -3.68322 -2.44579 -0.127 -0.965 0.602 0.28
H -2.60987 -4.48754 0.84783 -0.215 -0.569 -0.285 0.24
H -3.66055 -3.91092 3.08529 -0.222 -0.108 -0.391 0.24
H -3.29435 -1.72779 3.96587 -0.195 0.356 0.927 0.24
H -2.14913 -0.01284 2.71307 0.608 0.302 -0.188 0.23

No. 2
22
Properties=species:S:1:pos:R:3:forces:R:3:mulliken_charge:R:1 method="wB97M-V/def2-TZVPD" gap_ev=3.49 homo_ev=-20.69 spin_multiplicity=1 total_charge=+3 total_energy_ev=-23688.39467
In -16.47337 29.71151 12.03515 1.419 -3.714 1.427 1.26
C -20.12773 28.46397 10.69414 0.925 0.307 -0.992 -0.58
N -19.39758 29.56236 11.39328 -8.741 3.183 -1.607 0.81
O -20.06760 30.57459 11.58193 3.239 -2.374 -0.179 -0.24
O -18.32835 29.33261 11.88309 3.185 -1.448 2.409 -0.37
H -19.42203 27.75060 10.26849 0.001 -0.107 0.411 0.34
H -20.55483 29.03646 9.87077 -0.947 -0.552 0.200 0.31
H -20.75778 28.05866 11.48589 -0.436 -0.103 -0.408 0.33
C -11.70650 33.37362 11.31665 -0.086 0.198 -1.144 -0.15
C -12.47800 32.83210 12.36309 0.960 0.565 1.132 -0.74
C -13.73507 32.42007 12.14430 -1.701 -1.128 -0.816 -0.13
C -14.28345 32.49004 10.82457 -1.508 -0.195 2.549 0.70
C -13.50253 33.06068 9.80430 -2.838 -0.986 -1.902 -0.26
C -12.23799 33.37954 10.01055 2.215 1.115 0.441 -0.59
N -15.73763 32.12341 10.64208 5.210 4.218 -6.414 0.86
O -16.21528 32.43716 9.54817 -0.166 -1.542 3.365 -0.37
O -16.32167 31.48122 11.53694 -1.134 2.570 0.971 -0.31
H -10.73880 33.83757 11.43799 0.219 -0.169 0.471 0.44
H -12.07853 32.83698 13.36648 0.106 -0.180 0.098 0.44
H -14.31133 31.97110 12.93976 -0.021 0.266 0.241 0.36
H -13.94279 33.16096 8.82323 -0.017 0.106 -0.183 0.46
H -11.65398 33.78769 9.19892 0.115 -0.031 -0.069 0.43

No. 3
19
Properties=species:S:1:pos:R:3:forces:R:3:nbo_charge:R:1 method="wB97M-V/def2-TZVPD" gap_ev=12.06 homo_ev=-10.92 spin_multiplicity=1 smiles=CCC.CC total_energy_ev=-5410.58076
C -2.51408 -0.54738 2.38717 -0.629 1.168 -0.266 -0.63
C -1.06964 -0.56341 2.06254 4.064 -1.946 1.158 -0.38
C -0.60850 0.23539 0.80644 -2.814 -1.303 -1.164 -0.62
H -2.91518 -1.46067 1.90530 -0.654 0.857 0.616 0.22
H -2.88021 0.40104 1.94554 -0.567 -0.682 0.010 0.20
H -2.69353 -0.41679 3.46531 -0.165 -0.750 -0.372 0.22
H -0.39471 -0.13035 2.93752 -1.411 -1.055 -1.512 0.19
H -0.77797 -1.74136 1.99063 -0.168 2.828 0.034 0.18
H 0.20050 -0.30012 0.26859 -0.188 0.996 0.722 0.23
H -1.51269 0.25866 0.01909 1.838 -0.012 1.580 0.19
H -0.47386 1.26461 1.14834 0.580 -0.113 -0.587 0.21
C 2.18915 0.84069 -2.89530 -2.451 2.166 0.159 -0.60
C 1.75086 -0.17250 -1.84186 0.472 0.989 -0.023 -0.62
H 3.22676 1.05345 -2.79819 0.989 -0.226 -0.846 0.21
H 1.75071 0.49676 -3.85172 1.087 0.320 0.084 0.21
H 1.69867 1.91624 -2.75992 0.773 -2.195 0.071 0.19
H 1.98063 -1.16467 -2.23439 -0.555 -0.100 0.280 0.21
H 0.70945 0.06291 -1.62727 -0.025 -0.867 0.003 0.21
H 2.33363 -0.03248 -0.92781 -0.178 -0.074 0.054 0.20